(1)
Computed, not measured: a cluster of 9 separate species, C44H76FNO29P2 in total in a non-equilibrium geometry, with ωB97M-V/def2-TZVPD.

Output
net charge	0
ΔE to the lowest compared entry with this formula, charge and spin	0.0	kJ/mol
structure (SMILES)	CCP(CC)[C@@H](CN)O[C@](F)(COC[PH2]=O)OC[C@@H](C)O.C[C@@H]1COC(=O)O1.C[C@@H]1COC(=O)O1.C[C@@H]1COC(=O)O1.C[C@@H]1COC(=O)O1.C[C@@H]1COC(=O)O1.C[C@@H]1COC(=O)O1.C[C@@H]1COC(=O)O1.C[C@@H]1COC(=O)O1
HOMO level	-7.441	eV
LUMO energy	0.1	eV
E_tot	-4741.4870	a.u.

CARTESIAN COORDINATES (ANGSTROEM)
1 C -2.645 0.666 0.286
2 C -1.896 -0.610 -0.027
3 P -2.063 -0.904 -1.845
4 C -2.668 -2.612 -2.192
5 C -3.362 -2.670 -3.552
6 C -0.392 -0.639 -2.674
7 C -0.662 -0.544 -4.154
8 N -0.109 -1.749 -4.748
9 O 0.086 0.549 -2.105
10 C 1.413 0.779 -2.177
11 F 2.019 0.055 -3.055
12 C 2.041 0.487 -0.864
13 O 2.056 -0.864 -0.595
14 C 3.288 -1.394 -0.843
15 P 3.016 -3.103 -1.470
16 O 2.095 -3.847 -0.579
17 O 1.578 2.065 -2.358
18 C 1.119 2.489 -3.614
19 C -0.298 3.029 -3.581
20 C -0.254 4.502 -3.387
21 O -0.831 2.788 -4.855
22 H -3.536 0.608 -0.271
23 H -2.132 1.504 -0.097
24 H -2.869 0.759 1.307
25 H -2.438 -1.377 0.460
26 H -0.900 -0.589 0.331
27 H -1.935 -3.362 -2.090
28 H -3.409 -2.837 -1.473
29 H -4.209 -3.264 -3.536
30 H -2.688 -3.000 -4.290
31 H -3.711 -1.684 -3.722
32 H 0.185 -1.499 -2.454
33 H -1.706 -0.476 -4.332
34 H -0.216 0.328 -4.551
35 H -0.444 -1.854 -5.675
36 H -0.444 -2.486 -4.183
37 H 1.615 1.067 -0.102
38 H 3.044 0.818 -0.954
39 H 3.900 -1.431 0.019
40 H 3.835 -0.884 -1.604
41 H 4.251 -3.758 -1.650
42 H 2.460 -2.958 -2.757
43 H 1.738 3.297 -3.890
44 H 1.210 1.770 -4.382
45 H -0.898 2.565 -2.848
46 H -1.191 4.905 -3.158
47 H 0.399 4.723 -2.581
48 H 0.166 4.929 -4.260
49 H -1.401 2.081 -4.769
50 C -3.258 -2.451 5.463
51 C -3.328 -1.222 4.592
52 C -4.134 -0.087 5.175
53 O -4.597 0.588 3.989
54 C -4.663 -0.334 3.005
55 O -5.176 -0.163 1.978
56 O -4.054 -1.481 3.370
57 H -2.786 -2.226 6.417
58 H -4.253 -2.854 5.644
59 H -2.686 -3.234 4.970
60 H -2.321 -0.895 4.322
61 H -3.541 0.579 5.794
62 H -5.003 -0.425 5.744
63 C 2.356 -3.683 2.702
64 C 2.364 -4.546 3.936
65 C 2.858 -5.950 3.704
66 O 2.166 -6.682 4.736
67 C 1.020 -6.013 5.003
68 O 0.149 -6.433 5.644
69 O 1.026 -4.793 4.423
70 H 3.359 -3.574 2.293
71 H 1.708 -4.097 1.933
72 H 1.967 -2.693 2.937
73 H 2.925 -4.053 4.738
74 H 3.936 -6.044 3.818
75 H 2.564 -6.352 2.732
76 C 7.714 -5.123 5.525
77 C 7.533 -3.923 4.629
78 C 6.483 -2.951 5.099
79 O 6.048 -2.362 3.859
80 C 6.251 -3.269 2.885
81 O 5.826 -3.176 1.793
82 O 7.009 -4.306 3.334
83 H 8.025 -4.821 6.522
84 H 6.788 -5.693 5.599
85 H 8.465 -5.794 5.114
86 H 8.493 -3.426 4.469
87 H 6.876 -2.194 5.770
88 H 5.627 -3.438 5.572
89 C -1.205 -9.042 -3.105
90 C -1.487 -7.564 -3.069
91 C -1.885 -7.038 -1.715
92 O -2.710 -5.908 -2.070
93 C -3.243 -6.163 -3.282
94 O -4.106 -5.557 -3.773
95 O -2.653 -7.231 -3.854
96 H -0.382 -9.297 -2.445
97 H -2.088 -9.609 -2.811
98 H -0.951 -9.356 -4.115
99 H -0.637 -7.008 -3.476
100 H -1.035 -6.728 -1.113
101 H -2.492 -7.744 -1.143
102 C 0.510 10.553 -2.049
103 C 0.285 9.067 -2.159
104 C -0.775 8.670 -3.153
105 O -1.256 7.428 -2.600
106 C -1.051 7.482 -1.265
107 O -1.498 6.730 -0.502
108 O -0.262 8.529 -0.934
109 H 0.840 10.972 -3.000
110 H -0.398 11.054 -1.736
111 H 1.265 10.768 -1.296
112 H 1.229 8.553 -2.360
113 H -0.380 8.522 -4.153
114 H -1.609 9.374 -3.198
115 C 6.396 -6.053 0.931
116 C 5.843 -7.405 0.562
117 C 6.747 -8.226 -0.322
118 O 5.803 -9.045 -1.033
119 C 4.642 -8.359 -1.088
120 O 3.742 -8.653 -1.756
121 O 4.669 -7.287 -0.268
122 H 7.329 -6.148 1.480
123 H 6.570 -5.452 0.040
124 H 5.694 -5.506 1.540
125 H 5.563 -7.957 1.464
126 H 7.446 -8.839 0.240
127 H 7.301 -7.624 -1.046
128 C -3.839 12.516 2.325
129 C -3.139 12.571 0.991
130 C -2.377 11.319 0.636
131 O -1.337 11.837 -0.223
132 C -1.118 13.121 0.150
133 O -0.216 13.758 -0.206
134 O -2.081 13.555 0.989
135 H -4.575 11.715 2.346
136 H -3.122 12.363 3.130
137 H -4.344 13.458 2.527
138 H -3.850 12.840 0.205
139 H -2.986 10.589 0.110
140 H -1.909 10.838 1.496
141 C -5.760 2.861 1.043
142 C -6.333 3.759 -0.024
143 C -5.872 3.434 -1.422
144 O -5.965 4.719 -2.071
145 C -5.803 5.664 -1.118
146 O -5.634 6.792 -1.335
147 O -5.863 5.121 0.117
148 H -6.048 1.827 0.882
149 H -4.673 2.926 1.064
150 H -6.112 3.169 2.026
151 H -7.424 3.773 0.043
152 H -6.504 2.703 -1.916
153 H -4.834 3.096 -1.463

=====

(2)
Computed, not measured: a structure of composition C44H77AlF2N7O12S in a non-equilibrium geometry, with ωB97M-V/def2-TZVPD.

Output
net charge	+1
HOMO level	-10.253	eV
LUMO energy	-8.8	eV
E_tot	-3847.8767	a.u.

CARTESIAN COORDINATES (ANGSTROEM)
1 C 1.958 3.604 1.553
2 C 0.374 3.910 1.931
3 C -0.518 2.681 1.264
4 C -1.600 2.223 2.427
5 C -1.217 0.670 2.827
6 C -0.172 0.524 4.080
7 C 1.319 -0.031 3.688
8 C 1.341 -1.312 2.665
9 C 2.108 -0.776 1.279
10 C 3.731 -0.677 1.672
11 C 4.724 -1.125 0.449
12 C 4.995 0.017 -0.692
13 C 4.574 1.544 -0.274
14 C 4.810 2.625 -1.528
15 C 3.270 3.007 -2.051
16 C 2.198 1.752 -2.294
17 C 0.637 1.932 -2.758
18 C -0.404 0.636 -2.940
19 C 0.131 -0.517 -1.905
20 C -0.961 -1.684 -1.537
21 C -0.364 -3.106 -2.146
22 C 0.091 3.490 -3.014
23 N -1.332 3.925 -3.416
24 S -1.223 5.697 -3.546
25 N 0.458 6.067 -3.090
26 C 1.169 4.751 -2.812
27 C 2.760 4.559 -2.334
28 H 1.992 3.483 0.383
29 H 2.275 2.574 2.011
30 H 2.653 4.490 1.873
31 H 0.291 3.920 3.098
32 H 0.010 4.901 1.426
33 H -1.087 3.085 0.295
34 H 0.155 1.788 0.870
35 H -1.671 2.957 3.335
36 H -2.653 2.158 1.868
37 H -2.240 0.170 3.188
38 H -0.892 0.139 1.837
39 H -0.012 1.627 4.509
40 H -0.633 -0.084 4.998
41 H 1.808 -0.414 4.707
42 H 2.025 0.863 3.337
43 H 1.883 -2.260 3.134
44 H 0.230 -1.684 2.436
45 H 1.897 -1.500 0.385
46 H 1.755 0.319 1.066
47 H 3.872 -1.495 2.530
48 H 4.009 0.351 2.183
49 H 5.753 -1.433 0.913
50 H 4.285 -2.077 -0.121
51 H 4.539 -0.350 -1.726
52 H 6.175 0.035 -0.872
53 H 3.499 1.664 0.172
54 H 5.346 1.892 0.565
55 H 5.400 2.132 -2.433
56 H 5.373 3.608 -1.166
57 H 2.647 0.673 -2.104
58 H -0.321 0.329 -4.089
59 H -1.518 0.985 -2.694
60 H 1.148 -0.925 -2.349
61 H 0.426 0.049 -0.899
62 H -0.927 -1.815 -0.353
63 H -2.056 -1.446 -1.874
64 H 0.825 -3.078 -2.255
65 H -0.827 -3.276 -3.208
66 H -0.589 -3.957 -1.371
67 H 3.507 5.458 -2.192
68 Al -2.507 1.308 0.585
69 C 9.021 0.495 0.849
70 O 7.925 0.002 0.634
71 N 9.456 1.602 0.222
72 N 9.892 -0.026 1.732
73 H 10.355 2.023 0.386
74 H 8.831 2.026 -0.451
75 H 9.603 -0.861 2.226
76 H 10.799 0.365 1.923
77 C 3.294 -0.645 8.316
78 N 2.442 0.135 7.378
79 O 1.244 -0.163 7.321
80 O 3.001 1.025 6.726
81 H 2.674 -1.389 8.821
82 H 4.075 -1.129 7.727
83 H 3.718 0.057 9.038
84 N -5.102 2.448 3.939
85 O -4.124 3.126 4.296
86 O -6.145 2.460 4.614
87 O -5.037 1.759 2.908
88 C 0.625 -0.993 -8.310
89 C -0.426 -0.249 -7.559
90 O -0.328 -0.770 -6.253
91 C 0.976 -1.140 -6.115
92 O 1.510 -1.377 -5.044
93 O 1.614 -1.206 -7.323
94 F -1.656 -0.535 -8.041
95 H 0.273 -1.960 -8.685
96 H 1.025 -0.415 -9.148
97 H -0.277 0.836 -7.535
98 C -10.669 2.482 5.794
99 C -10.010 1.459 6.706
100 C -9.379 2.124 7.919
101 O -9.007 0.755 5.979
102 H -9.934 3.201 5.416
103 H -11.108 1.990 4.919
104 H -11.457 3.030 6.319
105 H -10.754 0.725 7.034
106 H -8.598 2.831 7.617
107 H -8.898 1.378 8.560
108 H -10.128 2.662 8.508
109 H -8.342 1.399 5.683
110 C -2.382 -1.541 9.867
111 C -1.369 -0.886 9.167
112 C -1.687 -0.055 8.094
113 C -3.020 0.130 7.726
114 C -4.033 -0.522 8.428
115 C -3.715 -1.361 9.496
116 H -2.134 -2.191 10.702
117 H -0.331 -1.024 9.459
118 H -0.897 0.450 7.545
119 H -3.268 0.781 6.892
120 H -5.072 -0.377 8.142
121 H -4.504 -1.873 10.039
122 C -2.774 -4.418 -7.446
123 O -1.828 -3.643 -7.389
124 N -4.045 -4.101 -7.877
125 C -5.113 -5.078 -7.915
126 C -4.321 -2.746 -8.307
127 H -2.672 -5.473 -7.143
128 H -5.470 -5.172 -8.945
129 H -5.929 -4.736 -7.273
130 H -4.767 -6.055 -7.565
131 H -3.660 -2.495 -9.142
132 H -4.117 -2.061 -7.478
133 H -5.364 -2.645 -8.619
134 C 2.810 -4.561 -9.301
135 C 2.974 -3.265 -10.049
136 O 2.143 -2.364 -9.954
137 C 4.194 -3.115 -10.918
138 H 1.885 -4.527 -8.715
139 H 2.747 -5.393 -10.007
140 H 3.652 -4.705 -8.618
141 H 4.192 -3.883 -11.697
142 H 5.097 -3.195 -10.308
143 H 4.180 -2.130 -11.397
144 F -1.074 -4.860 -4.039

=====

(3)
Computed, not measured: a cluster of 11 separate species, C44H77N11 in total in a non-equilibrium geometry, with ωB97M-V/def2-TZVPD.

Output
net charge	0
ΔE to the lowest compared entry with this formula, charge and spin	48.6	kJ/mol
structure (SMILES)	CCCC#N.CCCC#N.CCCC#N.CCCC#N.CCCC#N.CCCC#N.CCCC#N.CCCC#N.CCCC#N.CCCC#N.CCCC#N
HOMO level	-11.066	eV
LUMO energy	0.3	eV
E_tot	-2325.0036	a.u.

CARTESIAN COORDINATES (ANGSTROEM)
1 C -23.684 -12.404 -21.065
2 C -22.277 -12.976 -21.330
3 C -21.181 -12.139 -20.672
4 C -21.100 -12.461 -19.241
5 N -21.067 -12.754 -18.130
6 H -24.407 -12.719 -21.817
7 H -23.630 -11.317 -21.167
8 H -23.990 -12.699 -20.063
9 H -22.068 -13.001 -22.401
10 H -22.290 -14.002 -20.962
11 H -21.377 -11.066 -20.725
12 H -20.212 -12.369 -21.117
13 C -17.888 -5.851 -29.007
14 C -17.298 -6.388 -27.718
15 C -15.796 -6.635 -27.812
16 C -15.173 -7.426 -26.754
17 N -14.699 -8.074 -25.936
18 H -18.949 -5.654 -28.887
19 H -17.735 -6.511 -29.863
20 H -17.346 -4.935 -29.260
21 H -17.773 -7.308 -27.361
22 H -17.492 -5.718 -26.875
23 H -15.260 -5.682 -27.884
24 H -15.502 -7.144 -28.739
25 C -18.061 -10.910 -19.010
26 C -17.087 -9.961 -18.337
27 C -15.611 -10.400 -18.442
28 C -15.381 -11.748 -17.944
29 N -15.204 -12.813 -17.544
30 H -17.747 -11.082 -20.048
31 H -19.021 -10.405 -19.149
32 H -18.212 -11.875 -18.536
33 H -17.382 -9.808 -17.293
34 H -17.194 -8.955 -18.747
35 H -15.023 -9.711 -17.836
36 H -15.354 -10.303 -19.494
37 C -24.677 -9.387 -23.275
38 C -23.146 -9.358 -23.290
39 C -22.583 -8.276 -24.206
40 C -22.857 -6.918 -23.739
41 N -23.088 -5.856 -23.363
42 H -25.010 -9.860 -24.207
43 H -25.095 -8.380 -23.252
44 H -25.131 -10.006 -22.504
45 H -22.785 -10.335 -23.616
46 H -22.739 -9.167 -22.294
47 H -22.980 -8.349 -25.223
48 H -21.494 -8.373 -24.230
49 C -18.366 -10.132 -22.801
50 C -17.444 -9.057 -22.280
51 C -17.073 -7.990 -23.326
52 C -18.227 -7.471 -24.060
53 N -19.151 -7.100 -24.636
54 H -18.635 -10.859 -22.035
55 H -18.028 -10.674 -23.690
56 H -19.323 -9.712 -23.130
57 H -16.505 -9.463 -21.896
58 H -17.944 -8.658 -21.394
59 H -16.367 -8.433 -24.034
60 H -16.519 -7.180 -22.846
61 C -20.200 -9.481 -29.537
62 C -20.467 -8.594 -28.315
63 C -20.169 -9.359 -27.023
64 C -18.736 -9.603 -26.828
65 N -17.622 -9.760 -26.601
66 H -19.142 -9.755 -29.534
67 H -20.399 -8.982 -30.482
68 H -20.793 -10.395 -29.453
69 H -21.485 -8.209 -28.258
70 H -19.827 -7.714 -28.419
71 H -20.683 -10.320 -27.091
72 H -20.482 -8.832 -26.122
73 C -13.605 -6.493 -23.216
74 C -12.274 -5.866 -23.601
75 C -12.169 -4.364 -23.324
76 C -12.141 -4.124 -21.881
77 N -12.133 -3.951 -20.748
78 H -13.855 -6.456 -22.156
79 H -13.555 -7.561 -23.448
80 H -14.454 -6.153 -23.815
81 H -12.057 -6.083 -24.650
82 H -11.509 -6.449 -23.080
83 H -13.007 -3.835 -23.777
84 H -11.258 -3.911 -23.720
85 C -17.122 -13.479 -23.591
86 C -16.576 -14.894 -23.653
87 C -16.000 -15.364 -22.307
88 C -16.012 -16.824 -22.160
89 N -16.029 -17.968 -22.101
90 H -17.339 -13.106 -24.590
91 H -16.385 -12.781 -23.181
92 H -17.992 -13.394 -22.940
93 H -15.782 -14.973 -24.397
94 H -17.345 -15.612 -23.944
95 H -16.627 -14.992 -21.490
96 H -14.978 -15.025 -22.136
97 C -21.451 -14.494 -27.209
98 C -20.407 -13.513 -27.749
99 C -19.343 -13.163 -26.710
100 C -19.880 -12.648 -25.457
101 N -20.287 -12.205 -24.483
102 H -21.934 -14.015 -26.355
103 H -21.014 -15.440 -26.895
104 H -22.237 -14.689 -27.937
105 H -20.923 -12.606 -28.080
106 H -19.941 -13.878 -28.665
107 H -18.640 -12.419 -27.092
108 H -18.812 -14.085 -26.453
109 C -19.498 -4.872 -21.765
110 C -18.730 -5.383 -20.546
111 C -19.590 -6.235 -19.612
112 C -20.157 -7.433 -20.240
113 N -20.583 -8.379 -20.731
114 H -18.789 -4.537 -22.525
115 H -20.152 -4.036 -21.506
116 H -20.135 -5.613 -22.252
117 H -18.340 -4.569 -19.935
118 H -17.868 -5.942 -20.915
119 H -20.363 -5.676 -19.089
120 H -18.928 -6.649 -18.838
121 C -16.743 -4.403 -17.773
122 C -15.294 -4.839 -17.601
123 C -14.614 -5.136 -18.944
124 C -15.338 -6.109 -19.762
125 N -15.905 -6.877 -20.398
126 H -17.124 -3.940 -16.863
127 H -17.363 -5.259 -18.037
128 H -16.866 -3.662 -18.567
129 H -15.270 -5.724 -16.960
130 H -14.652 -4.119 -17.093
131 H -13.578 -5.452 -18.818
132 H -14.541 -4.221 -19.537